# C54H153N9O27

A 18-piece molecular cluster, C54H153N9O27 overall in a non-equilibrium geometry (ωB97M-V/def2-TZVPD, OMol25).

## Properties
Total charge: 0
HOMO in eV: -8.38
DFT total energy in eV: -127159.12072

Last column: Mulliken charge in e.
Geometry (Å):
C 6.64814 -0.22494 -3.46085  -0.99
O 5.54410 -0.19900 -2.52044  -0.34
C 4.92022 1.07253 -2.40414  -0.65
C 3.77257 0.97043 -1.40864  0.40
N 2.90594 2.11242 -1.37583  -0.03
C 1.68973 1.97625 -2.17250  1.07
C 0.97521 3.35381 -2.20964  -0.49
O 0.00864 3.50804 -3.22240  -0.28
C 0.66848 3.48021 -4.41473  -0.82
H 6.32644 0.33833 -4.34749  0.39
H 6.90963 -1.21518 -3.80300  0.30
H 7.56779 0.24558 -3.08005  0.28
H 4.47226 1.31240 -3.36904  0.27
H 5.69204 1.83483 -2.14715  0.25
H 4.14779 0.73652 -0.36800  0.27
H 3.28999 0.01514 -1.61832  -0.38
H 2.60642 2.34291 -0.43058  -0.09
H 0.96325 1.21461 -1.78015  -0.53
H 1.89209 1.61848 -3.19798  0.25
H 1.66744 4.27229 -2.20968  0.30
H 0.43197 3.33686 -1.24965  -0.21
H 1.20850 2.50624 -4.70686  0.23
H 1.52801 4.16105 -4.34040  0.39
H -0.04419 3.78588 -5.14315  0.30
C -6.04585 3.49002 -1.98344  -0.81
O -5.31091 3.30598 -0.78257  -0.41
C -3.90322 3.36919 -1.04174  -0.31
C -3.17807 2.49210 0.03905  0.06
N -3.67154 1.15294 -0.17897  0.16
C -3.08876 0.26267 0.81294  -0.04
C -3.43207 -1.20218 0.64417  0.29
O -4.78289 -1.32461 1.06987  -0.46
C -5.45497 -2.39016 0.39258  -0.11
H -6.37811 2.60692 -2.46226  0.26
H -5.46099 4.02818 -2.72173  0.36
H -6.89568 4.11936 -1.78496  0.31
H -3.57352 4.42322 -1.12094  0.34
H -3.76042 2.94880 -2.04698  0.18
H -3.46719 2.86057 1.10442  0.20
H -2.12214 2.70513 -0.01428  -0.51
H -4.67660 1.22439 -0.04623  0.35
H -3.32522 0.55682 1.83803  0.43
H -1.99029 0.28643 0.72654  -0.54
H -2.78254 -1.81037 1.23518  0.57
H -3.25636 -1.55591 -0.36373  -0.58
H -5.07042 -3.35310 0.67767  0.33
H -5.34842 -2.30660 -0.66617  -0.29
H -6.54494 -2.30433 0.49598  0.35
C -0.52525 -6.62949 1.80505  -0.80
O -0.58352 -6.65723 0.38692  -0.23
C 0.66512 -7.13454 -0.11223  -0.63
C 0.56666 -7.14028 -1.61407  0.29
N 1.84409 -7.47030 -2.31773  -0.32
C 2.73817 -6.33479 -2.49770  -0.98
C 2.32165 -5.42833 -3.55372  1.98
O 2.44577 -6.11272 -4.78598  -0.52
C 2.34478 -5.34070 -5.98203  -0.47
H 0.33011 -6.03977 2.20557  0.28
H -0.44250 -7.63715 2.18375  0.38
H -1.48631 -6.19608 2.06267  0.22
H 0.82504 -8.18972 0.19218  0.46
H 1.45567 -6.48895 0.31317  0.19
H 0.06263 -6.17107 -1.89883  -0.47
H -0.25726 -7.92937 -1.90049  0.33
H 1.70519 -7.88617 -3.22354  0.40
H 3.74449 -6.69201 -2.69150  0.39
H 2.74101 -5.86581 -1.51866  -0.08
H 3.00079 -4.52885 -3.58243  -0.11
H 1.30861 -5.02507 -3.40498  -0.86
H 3.29476 -4.90331 -6.35261  0.29
H 1.65205 -4.51695 -5.75824  0.01
H 1.97608 -6.05710 -6.68636  0.31
C -5.02314 1.26556 6.95331  -0.78
O -3.78591 0.72238 7.24829  -0.21
C -3.44058 -0.49125 6.49969  -0.52
C -1.97579 -0.79712 6.71277  -0.84
N -0.99549 -0.07229 5.95296  0.14
C -1.23312 1.39282 5.96208  -0.88
C 0.06612 2.13119 5.64737  1.21
O 0.99441 1.76645 6.75689  -0.49
C 2.33789 1.73254 6.27662  -0.68
H -5.13667 2.10255 7.61064  0.24
H -5.84682 0.57780 7.14034  0.35
H -5.14039 1.62999 5.88868  0.25
H -3.76005 -0.32522 5.43330  0.19
H -4.11197 -1.31031 6.86836  0.46
H -1.89070 -1.89174 6.59295  0.41
H -1.87584 -0.50809 7.76861  0.47
H -0.09258 -0.15008 6.41393  0.14
H -1.46861 1.68018 7.03584  0.34
H -2.03975 1.66659 5.22637  0.09
H -0.02903 3.16578 5.60901  0.13
H 0.54367 1.66437 4.74704  -0.68
H 2.72797 2.66066 5.91895  0.38
H 2.35418 1.07573 5.41736  0.10
H 2.95454 1.24403 7.07129  0.38
C -2.35978 6.11798 1.21324  -0.53
O -2.07439 6.89753 2.33633  -0.56
C -1.99521 6.11612 3.56783  0.43
C -1.09100 6.75993 4.54660  -1.17
N -0.86541 5.90307 5.67981  0.34
C -1.31737 6.18783 7.03820  -0.99
C -1.73780 4.83950 7.67790  -0.06
O -2.42856 5.10722 8.94395  -0.44
C -2.65068 3.93494 9.74007  -0.49
H -3.35306 5.63056 1.27440  0.38
H -1.66615 5.27730 1.02178  -0.03
H -2.40451 6.84451 0.41979  0.46
H -1.61485 5.08410 3.24899  -0.24
H -2.99674 5.94285 3.96393  0.51
H -1.35453 7.81281 4.75293  0.33
H -0.11908 7.01912 4.05162  0.22
H 0.02256 5.46332 5.66252  -0.01
H -2.15715 6.82993 7.06510  0.48
H -0.56266 6.66149 7.68649  0.26
H -0.88935 4.16165 7.84510  0.19
H -2.35122 4.39428 6.95021  0.29
H -1.68707 3.49307 10.03112  0.30
H -3.16220 3.14994 9.19740  0.05
H -3.13648 4.19397 10.67807  0.31
C -1.67859 0.46139 -3.57628  -0.53
O -2.69655 -0.51806 -3.85102  0.69
C -3.88433 0.23561 -4.30569  -0.73
C -4.96815 -0.72778 -4.64316  -0.58
N -5.60845 -1.16474 -3.37012  -0.06
C -6.56804 -2.21828 -3.69189  -0.90
C -6.06510 -3.67670 -4.03983  -0.35
O -5.58900 -4.27576 -2.83566  -0.16
C -5.49788 -5.69775 -2.99996  -0.79
H -1.41206 1.00095 -4.49437  0.49
H -0.82395 -0.14245 -3.41618  -0.06
H -1.86629 1.07196 -2.66271  -0.27
H -3.63443 0.82372 -5.19593  0.43
H -4.23691 0.83637 -3.50928  -0.06
H -4.49908 -1.58722 -5.17434  0.04
H -5.81951 -0.20438 -5.07620  0.63
H -4.88663 -1.42463 -2.72325  -0.17
H -7.12787 -1.91729 -4.60932  0.47
H -7.20799 -2.33087 -2.75095  0.29
H -5.22203 -3.74366 -4.79188  0.15
H -6.90197 -4.18825 -4.54440  0.45
H -4.91174 -6.15514 -2.18005  0.24
H -5.05669 -5.92796 -4.01461  0.24
H -6.46485 -6.25707 -3.04988  0.30
C -1.16534 -0.74008 -8.52910  -0.71
O -0.85080 -1.93638 -7.84941  -0.41
C -1.68513 -2.09178 -6.66652  -0.43
C -1.18454 -3.26425 -5.73492  1.02
N -1.40154 -4.59038 -6.23924  -0.13
C -1.27772 -5.64559 -5.29367  0.97
C -1.17030 -6.99480 -5.92845  -0.85
O -2.40008 -7.41902 -6.46661  -0.33
C -2.20767 -8.22905 -7.59606  -0.81
H -0.78274 -0.86807 -9.57905  0.27
H -0.75364 0.15968 -8.07095  0.24
H -2.28173 -0.63033 -8.61167  0.28
H -2.69735 -2.24181 -7.04270  0.41
H -1.55523 -1.16579 -6.06731  -0.03
H -1.84039 -3.11207 -4.89988  -0.38
H -0.15702 -3.15623 -5.44034  -0.44
H -2.28118 -4.71890 -6.67402  0.43
H -2.08685 -5.73047 -4.51858  -0.14
H -0.37632 -5.49005 -4.75286  -0.54
H -1.03509 -7.67955 -5.03934  0.17
H -0.38830 -7.01784 -6.65492  0.60
H -1.70184 -9.18453 -7.45970  0.31
H -1.75622 -7.72657 -8.46024  0.33
H -3.22609 -8.43788 -7.84863  0.28
C 8.21172 8.31598 1.82263  -0.83
O 7.11502 7.52613 1.43404  -0.27
C 7.52193 6.59141 0.42795  -0.54
C 6.29069 5.73850 0.13328  -0.69
N 5.89851 4.99070 1.27891  -0.16
C 4.77471 4.15870 1.01716  -0.39
C 4.49953 3.11899 2.12193  -0.39
O 4.32949 3.73320 3.39442  0.17
C 5.23882 3.38344 4.38065  -0.93
H 8.65186 8.91552 1.04777  0.31
H 8.93946 7.76983 2.43414  0.33
H 7.71601 8.96709 2.54199  0.25
H 8.32761 5.87512 0.80541  0.26
H 7.94348 7.17653 -0.42441  0.42
H 6.38076 5.00104 -0.63150  0.43
H 5.49239 6.38421 -0.21979  0.32
H 5.63785 5.66043 2.04858  0.25
H 5.03604 3.55884 0.14020  -0.02
H 3.87532 4.73743 0.79592  0.35
H 5.28368 2.41546 2.08949  0.57
H 3.54689 2.59558 1.82099  -0.39
H 4.83913 2.51263 4.96617  0.15
H 5.40210 4.24937 5.03519  0.25
H 6.20718 3.06638 3.94749  0.42
C -1.78278 -3.38557 -2.09843  -0.03
O -0.65490 -2.74051 -1.53411  2.51
C -0.11774 -3.57526 -0.48056  -0.31
C 0.97505 -2.82760 0.35616  -1.07
N 0.37779 -1.55103 0.81341  2.24
C 1.49768 -0.55631 1.03604  -0.75
C 0.96646 0.60556 1.88884  -0.87
O 0.54524 1.78082 1.13597  0.96
C -0.13699 2.68667 2.06650  0.12
H -2.34452 -3.96894 -1.36806  0.60
H -1.53826 -4.06591 -3.01424  -1.27
H -2.42964 -2.58992 -2.50061  -0.73
H 0.38645 -4.42558 -0.81849  -0.85
H -0.92291 -3.93339 0.18225  0.44
H 1.80053 -2.58707 -0.36811  -0.07
H 1.21064 -3.39884 1.27304  0.38
H -0.07211 -1.07678 -0.00244  -0.79
H 1.93887 -0.16703 0.08659  -0.35
H 2.21430 -1.08874 1.57921  0.81
H 1.68338 0.95826 2.65902  -0.18
H 0.08221 0.24954 2.35687  0.35
H 0.53802 2.95637 2.86410  -0.10
H -1.02819 2.17551 2.34835  0.52
H -0.33035 3.62279 1.52323  -0.62
O 5.76756 -2.07307 0.91195  -0.75
H 5.54559 -1.56074 1.74773  0.40
H 6.05870 -1.49118 0.19271  0.32
O 2.37022 -2.31160 4.06450  -0.57
H 1.37626 -2.25435 4.01399  0.42
H 2.53146 -2.78142 4.89382  0.24
O 4.90565 -1.00398 3.34005  -0.67
H 4.07467 -1.40527 3.33682  0.26
H 5.09060 -1.13664 4.27147  0.31
O 0.64295 6.35093 1.84592  -0.60
H 1.04860 6.64919 1.02214  0.23
H -0.22129 6.79775 1.97708  0.29
O -0.32366 -2.29704 3.50765  -0.75
H -0.49945 -2.09300 2.53502  -0.12
H -0.82240 -1.60627 3.94433  0.20
O 4.15179 -2.56239 -3.41935  -0.69
H 4.31729 -3.07525 -2.60287  0.32
H 4.56087 -1.69719 -3.16168  0.31
O 1.17844 -1.56963 -3.32134  -0.43
H 0.64116 -2.08422 -2.67004  -0.02
H 1.90935 -2.14564 -3.62379  0.13
O 1.92723 5.03273 4.25332  -0.49
H 1.48087 5.28319 3.42623  0.14
H 2.74387 4.65087 3.97535  0.39
O 4.43137 -3.98393 -0.65028  -0.41
H 5.01101 -4.74993 -0.69841  0.23
H 4.79534 -3.30281 -0.03038  0.30